# 1
Entry from the Open Molecules 2025 dataset: C32H33IN2O5S2Se2Ti as an isolated structure (the ωB97M-V functional and the def2-TZVPD basis).

Geometry as ORCA input:
```
! wB97M-V def2-TZVPD RIJCOSX def2/J DEFGRID3
* xyz -2 3
I 2.883 1.405 -0.758
Se 0.077 2.100 -3.587
Se -0.299 3.871 -0.814
Ti 0.234 1.164 0.328
S -3.880 1.633 -0.913
S -2.410 0.712 0.054
O 0.820 2.418 1.672
O 0.301 -0.795 6.174
O -1.759 1.589 1.091
O -1.195 0.555 -0.920
O -2.806 -0.566 0.585
N 0.646 -0.381 1.643
N 0.218 3.586 5.020
C 2.577 -3.315 0.409
C 1.615 -2.312 0.418
C -0.303 1.237 4.928
C -0.942 -3.698 0.397
C 2.186 -1.906 2.714
C -1.606 3.001 -3.261
C -1.637 -2.537 -1.581
C 0.112 1.148 3.563
C 3.105 -2.939 2.692
C -1.495 4.578 0.537
C 0.756 -2.311 -0.817
C 3.333 -3.646 1.525
C 1.379 -2.074 -1.980
C 1.458 -2.081 -5.742
C 0.574 3.538 3.731
C 0.205 -4.005 -5.043
C -0.770 0.039 5.695
C 1.619 -1.717 -4.410
C 0.179 -0.112 2.918
C -1.537 4.153 -2.274
C -0.222 2.453 5.572
C 1.055 -2.467 -3.386
C 0.362 -3.631 -3.716
C -0.639 -2.850 -0.663
C 0.505 2.377 2.957
C -2.209 -4.259 0.514
C 1.095 3.644 -4.138
C 0.744 -3.226 -6.060
C 1.082 4.815 3.124
C 1.430 -1.530 1.585
C -3.182 -3.973 -0.432
C -2.893 -3.106 -1.476
H 4.068 -4.440 1.479
H -1.061 4.311 1.497
H 1.199 4.353 -3.316
H 0.640 4.123 -5.004
H -4.176 -4.392 -0.330
H -3.663 -2.827 -2.184
H 0.622 -3.522 -7.096
H 1.891 -1.464 -6.518
H -2.458 4.080 0.440
H -2.516 4.250 -1.800
H -0.055 -4.244 -2.931
H 2.070 5.054 3.527
H 2.349 -1.598 -1.887
H 1.171 4.745 2.042
H -1.458 -0.566 5.096
H 0.930 -0.863 5.448
H -1.431 -1.821 -2.362
H -0.344 -4.909 -5.278
H -2.270 2.225 -2.875
H 3.670 -3.163 3.589
H -1.306 0.364 6.588
H -1.284 5.099 -2.758
H 2.088 3.287 -4.404
H 2.100 -1.305 3.607
H -2.431 -4.911 1.351
H 2.695 -3.882 -0.507
H -1.998 3.360 -4.216
H -1.575 5.660 0.442
H -0.536 2.507 6.612
H 2.182 -0.829 -4.155
H -0.113 -0.976 3.507
H 0.415 5.638 3.389
H -0.180 -3.924 1.133
*
```

Values from the calculation:
E_LUMO (spin up / spin down): 4.0 / 4.0 eV
Energy: -8471.5372 Ha
Highest occupied orbital energy (spin up / spin down): -0.87 / -2.67 eV
Orbital gap (spin up / spin down): 4.90 / 6.69 eV

---

# 2
Entry from the Open Molecules 2025 dataset: the molecule C32H33N3O2 (the ωB97M-V functional and the def2-TZVPD basis).

Geometry as ORCA input:
```
! wB97M-V def2-TZVPD RIJCOSX def2/J DEFGRID3
* xyz 0 1
O -2.087 -0.118 5.905
O -1.913 0.125 8.171
N 4.491 0.642 1.821
N -4.991 0.507 1.562
N -0.331 1.746 5.611
C -1.343 1.999 6.711
C -6.931 -1.150 4.294
C 5.562 -0.652 3.614
C 1.077 0.644 3.254
C -2.684 1.363 1.470
C 6.230 -1.803 4.030
C -1.878 0.486 6.991
C -3.970 1.629 3.490
C 5.974 -2.771 1.819
C 2.253 0.184 2.676
C -0.319 2.453 4.311
C -4.977 0.416 0.100
C 1.976 2.903 3.316
C 0.942 1.999 3.590
C 6.402 -2.871 3.152
C -2.864 2.190 4.108
C -6.040 -1.686 1.700
C -6.412 -0.121 3.506
C -1.599 2.133 3.524
C 5.200 1.433 0.810
C -3.905 1.152 2.165
C -6.993 -2.458 3.796
C -5.821 -0.404 2.255
C 5.394 -1.582 1.367
C -0.598 2.567 7.885
C 1.029 1.599 6.298
C 3.120 2.469 2.651
C 5.124 -0.546 2.274
C 3.294 1.098 2.382
C -1.549 1.797 2.154
C 0.835 2.065 7.738
C -6.568 -2.713 2.485
H 2.355 -0.873 2.422
H -4.881 1.565 4.067
H 1.774 2.212 5.783
H 6.607 -1.862 5.052
H 3.914 3.178 2.403
H 1.554 2.856 7.971
H -1.060 2.214 8.808
H -0.646 3.658 7.883
H 6.085 -3.601 1.130
H -4.759 1.399 -0.324
H 5.097 -1.446 0.321
H 6.877 -3.791 3.492
H -3.043 2.671 5.060
H -0.644 0.796 5.310
H -7.284 -0.931 5.303
H -5.733 -1.890 0.671
H -6.475 0.898 3.876
H -2.185 2.608 6.390
H 1.889 3.946 3.629
H -2.597 1.122 0.405
H -6.632 -3.719 2.069
H 4.957 2.490 0.924
H -4.223 -0.293 -0.257
H 5.397 0.187 4.289
H 6.279 1.300 0.941
H -0.593 1.841 1.621
H 0.988 1.227 8.422
H 1.308 0.536 6.227
H -5.958 0.093 -0.248
H 4.929 1.118 -0.207
H -7.381 -3.270 4.416
H -0.261 3.541 4.481
H 0.249 -0.047 3.428
*
```

Values from the calculation:
E_LUMO: 0.4 eV
Energy: -1553.8852 Ha
Highest occupied orbital energy: -7.58 eV
Structure (SMILES): CN(c1ccccc1)c1ccc(C(c2ccc(N(C)c3ccccc3)cc2)[N@H+]2CCC[C@@H]2C(=O)[O-])cc1
Orbital gap: 8.00 eV

---

# 3
Entry from the Open Molecules 2025 dataset: C32H34BGaN8O2 as an isolated structure (the ωB97M-V functional and the def2-TZVPD basis).

Geometry as ORCA input:
```
! wB97M-V def2-TZVPD RIJCOSX def2/J DEFGRID3
* xyz 2 1
Ga 11.869 12.190 11.682
O 10.916 13.567 11.026
O 11.421 13.150 8.933
N 13.031 10.891 13.768
N 11.212 10.451 11.233
N 9.813 14.740 9.420
N 12.130 11.912 13.571
N 11.955 9.519 11.905
N 14.185 10.763 11.533
N 9.010 15.422 10.324
N 13.722 11.987 11.142
C 13.266 12.306 15.466
C 14.679 14.000 8.299
C 14.299 15.176 7.695
C 10.108 13.900 14.557
C 14.368 13.919 9.723
C 6.987 11.964 11.275
C 12.023 15.278 14.773
C 11.448 14.008 14.740
C 15.703 11.759 10.303
C 7.458 11.766 8.847
C 16.331 9.505 11.445
C 6.680 12.204 9.971
C 10.732 13.851 9.815
C 9.270 15.017 14.529
C 14.904 10.289 15.228
C 11.130 13.217 7.519
C 12.220 12.723 14.621
C 8.878 10.655 10.425
C 11.322 8.340 11.831
C 13.768 11.148 14.887
C 8.146 11.142 11.490
C 15.449 10.597 11.051
C 14.614 12.583 10.352
C 8.562 10.935 9.094
C 13.307 16.103 9.678
C 9.876 16.297 14.778
C 11.250 16.398 14.876
C 12.011 7.145 12.406
C 13.718 14.928 10.350
C 10.049 9.840 10.891
C 10.137 8.511 11.181
C 13.540 16.196 8.329
B 13.318 9.936 12.549
H 9.176 10.489 8.271
H 6.313 12.305 12.039
H 9.395 7.724 11.092
H 15.948 8.559 11.046
H 15.858 10.562 14.744
H 15.283 13.324 7.730
H 16.207 9.561 12.583
H 11.229 6.322 12.451
H 11.801 17.240 15.072
H 12.402 7.276 13.365
H 12.819 6.890 11.769
H 11.135 14.291 7.179
H 7.134 12.074 7.842
H 11.842 12.625 6.947
H 9.913 15.116 8.536
H 17.357 9.678 11.127
H 12.877 16.952 10.207
H 8.240 14.956 14.365
H 5.825 12.742 9.746
H 13.535 14.788 11.389
H 14.959 10.307 16.302
H 13.513 17.132 7.796
H 10.135 12.842 7.364
H 9.202 16.399 10.253
H 8.394 10.772 12.434
H 8.054 15.224 10.136
H 14.559 15.261 6.651
H 9.656 12.905 14.643
H 13.130 15.370 14.782
H 13.980 9.022 12.929
H 16.649 11.872 9.762
H 14.722 9.292 14.907
H 13.610 12.915 16.241
H 9.303 17.233 14.728
*
```

Values from the calculation:
E_LUMO: -4.7 eV
Energy: -3777.5874 Ha
Highest occupied orbital energy: -13.94 eV
Energy relative to the best compared isomer or geometry (same formula, charge and spin): 115.4 kJ/mol
Orbital gap: 9.23 eV

---

# 4
Entry from the Open Molecules 2025 dataset: C32H34BrCuIN3SSi as an isolated structure (the ωB97M-V functional and the def2-TZVPD basis).

Geometry as ORCA input:
```
! wB97M-V def2-TZVPD RIJCOSX def2/J DEFGRID3
* xyz -2 1
I 1.037 -2.388 -0.941
Br 2.731 -5.925 0.150
Cu -0.683 -0.572 -0.164
S 1.854 -1.098 -2.847
Si -0.820 2.669 1.015
N -4.312 -2.649 -1.196
N 1.346 2.391 -0.708
N -2.490 -1.806 -0.236
C -3.481 -1.956 0.724
C 2.990 3.568 -2.174
C -3.450 5.556 2.658
C 0.840 -5.885 0.737
C -4.576 -1.956 2.829
C -0.270 1.042 3.313
C 0.310 -7.153 0.947
C -1.012 -7.249 1.360
C -5.780 -2.767 0.877
C -0.154 2.317 2.758
C -3.868 6.268 1.543
C 3.930 3.295 -0.988
C 0.489 3.295 3.521
C -2.018 4.149 1.275
C 1.738 2.667 -2.070
C 2.348 1.679 0.076
C 3.756 1.859 -0.500
C 0.985 3.020 4.789
C 0.211 -4.676 0.901
C -2.468 4.878 0.168
C -5.730 -2.489 2.230
C 0.849 1.745 5.323
C -1.579 1.200 0.307
C -3.442 -1.686 2.088
C -1.732 -6.074 1.559
C -4.634 -2.490 0.139
C 0.599 3.420 -0.003
C -1.121 -4.843 1.341
C 0.223 0.754 4.581
C -2.540 4.514 2.519
C -3.375 5.922 0.292
C -3.016 -2.231 -1.340
H -2.024 1.462 -0.668
H 1.485 3.796 5.358
H 4.968 3.489 -1.273
H 0.602 4.297 3.118
H -2.769 -6.122 1.885
H 0.892 3.126 -2.588
H 0.131 -0.249 4.981
H 3.902 1.157 -1.325
H -2.225 3.971 3.404
H -6.599 -2.691 2.844
H -2.428 0.921 0.954
H -1.464 -8.221 1.523
H -3.700 6.465 -0.589
H -3.834 5.812 3.639
H 2.329 2.084 1.096
H -2.494 -2.276 -2.284
H -6.669 -3.184 0.421
H -1.725 -3.956 1.529
H 3.695 3.978 -0.163
H -4.573 7.085 1.647
H 0.182 4.115 -0.739
H 1.246 4.035 0.654
H 1.240 1.523 6.309
H 2.103 0.614 0.144
H 0.910 -8.044 0.797
H -0.727 0.259 2.719
H -2.106 4.617 -0.822
H -4.576 -1.763 3.894
H 4.493 1.611 0.269
H 1.921 1.707 -2.561
H -4.879 -3.066 -1.910
H 3.503 3.346 -3.115
H -2.542 -1.286 2.535
H 2.715 4.627 -2.199
*
```

Values from the calculation:
E_LUMO: 4.1 eV
Energy: -6603.9261 Ha
Highest occupied orbital energy: -0.89 eV
Energy relative to the best compared isomer or geometry (same formula, charge and spin): 169.7 kJ/mol
Orbital gap: 5.03 eV

---

# 5
Entry from the Open Molecules 2025 dataset: C32H34BrN8O7P2S3Ti as an isolated structure (the ωB97M-V functional and the def2-TZVPD basis).

Geometry as ORCA input:
```
! wB97M-V def2-TZVPD RIJCOSX def2/J DEFGRID3
* xyz 0 2
Br 3.180 2.635 -1.884
Ti -0.312 -0.485 0.247
S -2.985 -0.393 0.133
S 1.891 1.921 7.146
S -1.041 -2.394 -1.268
P -0.965 -2.927 1.929
P 1.521 -3.146 -0.033
O 1.162 -4.273 2.432
O 1.213 -1.644 -0.104
O 2.917 -3.165 0.854
O 1.779 -3.919 -1.260
O -1.118 -3.494 3.407
O -2.416 -3.136 1.431
O -0.518 -1.475 1.963
N 0.315 2.796 -0.077
N -0.434 0.966 -1.261
N 1.581 0.466 1.311
N -1.069 3.179 -1.885
N 0.473 2.129 6.407
N -0.948 1.155 1.875
N 2.217 0.146 -2.532
N 2.755 1.302 5.934
C -0.430 2.271 -1.084
C -0.196 5.086 -0.607
C -2.549 2.232 3.302
C -1.029 0.554 -2.551
C 1.944 1.232 4.897
C 4.507 0.444 -3.154
C 3.305 0.868 -2.610
C 3.867 0.091 1.907
C 3.401 -1.639 -3.588
C -2.697 -2.282 -1.818
C -4.863 -1.218 -1.706
C -5.312 -2.004 -2.759
C -3.561 -1.356 -1.227
C 2.828 0.145 0.986
C -0.061 1.213 2.882
C -0.176 -5.298 0.688
C -3.161 -3.074 -2.869
C 2.260 -1.103 -3.014
C -4.461 -2.940 -3.335
C -0.392 1.711 4.136
C -0.802 1.576 -3.644
C 3.603 0.409 3.213
C -1.502 2.845 -3.236
C 0.131 4.108 0.504
C -1.364 4.521 -1.394
C -2.140 1.695 2.082
C 4.540 -0.850 -3.656
C -1.676 2.214 4.354
C 2.307 0.787 3.562
C 1.318 0.787 2.584
C 0.632 1.705 5.170
C 0.390 -3.994 1.234
H -2.483 -3.792 -3.318
H 2.051 -3.912 2.300
H 0.640 -6.003 0.531
H 4.857 -0.198 1.584
H 4.376 0.392 3.972
H -0.452 6.065 -0.199
H -0.600 -0.397 -2.826
H -1.584 5.147 -2.257
H -2.589 2.722 -3.277
H -3.546 2.638 3.399
H -2.817 1.694 1.241
H 1.355 -1.695 -2.906
H -4.810 -3.566 -4.148
H -0.887 -5.726 1.397
H 0.672 5.190 -1.263
H 5.371 1.092 -3.174
H -1.188 1.212 -4.596
H -0.290 -3.913 3.696
H 5.455 -1.235 -4.091
H 2.998 -0.083 -0.055
H 3.393 -2.656 -3.954
H -1.228 3.676 -3.890
H -2.757 -2.302 1.002
H -0.679 4.106 1.247
H -0.676 -5.115 -0.262
H 0.271 1.763 -3.745
H 1.053 4.383 1.016
H -2.260 4.500 -0.762
H -2.102 0.408 -2.423
H 0.843 2.106 0.426
H -6.323 -1.882 -3.130
H 3.545 -3.704 0.355
H -5.521 -0.493 -1.240
H -1.943 2.597 5.331
*
```

Values from the calculation:
E_LUMO (spin up / spin down): -0.9 / -0.9 eV
Energy: -7505.7629 Ha
Highest occupied orbital energy (spin up / spin down): -6.30 / -6.63 eV
Energy relative to the best compared isomer or geometry (same formula, charge and spin): 94.1 kJ/mol
Orbital gap (spin up / spin down): 5.45 / 5.78 eV

---

# 6
Entry from the Open Molecules 2025 dataset: C32H34CoN6OS3 as an isolated structure (the ωB97M-V functional and the def2-TZVPD basis).

Geometry as ORCA input:
```
! wB97M-V def2-TZVPD RIJCOSX def2/J DEFGRID3
* xyz -2 2
Co -0.680 0.238 0.956
S -2.783 -1.178 1.763
S -2.303 1.687 1.668
S 0.727 -1.562 0.267
O -1.729 0.197 -0.930
N -1.534 -0.525 -3.100
N -1.673 -1.737 -3.796
N 1.388 -0.008 -1.849
N -6.517 -1.213 2.524
N -5.756 3.028 2.371
N 0.742 0.956 2.135
C -0.188 -2.639 5.287
C 1.453 2.135 1.657
C 0.675 2.722 0.467
C 3.011 -0.658 -3.509
C 2.843 1.772 1.097
C 1.914 -1.251 5.522
C -2.268 1.909 -5.778
C -1.981 -2.134 -1.579
C 2.722 -0.218 5.070
C -1.730 -0.714 -1.735
C -4.777 0.654 2.173
C 2.095 0.218 -2.956
C -0.474 -2.006 -4.601
C -5.299 1.971 2.270
C -2.016 -4.131 -3.167
C 0.720 -1.519 4.840
C 1.162 0.295 3.235
C -1.876 3.098 -5.182
C 3.202 -1.870 -2.841
C -2.166 0.709 -5.090
C 1.566 -1.169 -1.190
C -1.378 3.071 -3.885
C -3.424 0.404 1.893
C -5.713 -0.396 2.364
C 4.014 0.106 5.783
C -1.653 0.690 -3.794
C -1.912 -2.694 -2.791
C 2.362 0.533 3.959
C -1.254 1.882 -3.187
C 1.528 3.258 2.705
C 0.363 -0.764 3.746
C 2.487 -2.126 -1.698
H -0.627 -2.934 -5.150
H -1.229 -2.315 5.305
H 2.620 -3.049 -1.150
H 1.906 1.175 -3.438
H 3.991 1.115 6.205
H 1.278 3.495 -0.019
H 0.087 -2.996 6.283
H 4.198 -0.596 6.599
H -2.385 -4.698 -2.315
H -0.583 -0.968 3.260
H -0.129 -3.483 4.596
H -2.672 1.911 -6.783
H 4.865 0.060 5.098
H -1.964 4.035 -5.717
H -1.041 -4.539 -3.444
H -0.861 1.857 -2.182
H 1.924 4.169 2.245
H -0.266 3.171 0.782
H -2.697 -4.268 -4.009
H -0.335 -1.199 -5.317
H -2.506 -0.213 -5.540
H 3.372 2.675 0.773
H 2.150 3.014 3.564
H 3.050 1.312 3.656
H 2.709 1.118 0.232
H 3.549 -0.404 -4.413
H 3.910 -2.603 -3.215
H 0.417 -2.081 -3.969
H -2.202 -2.587 -0.627
H 0.474 1.942 -0.278
H 0.518 3.462 3.066
H 2.198 -1.837 6.392
H 3.468 1.242 1.817
H -1.075 3.992 -3.400
*
```

Values from the calculation:
E_LUMO (spin up / spin down): 4.0 / 4.0 eV
Energy: -4220.9877 Ha
Highest occupied orbital energy (spin up / spin down): -1.16 / -1.16 eV
Energy relative to the best compared isomer or geometry (same formula, charge and spin): 17.9 kJ/mol
Orbital gap (spin up / spin down): 5.16 / 5.15 eV

---

- Among the records above, which one has the lowest energy?
  C32H33IN2O5S2Se2Ti

---

- Number 5 is which compound?
  C32H34BrN8O7P2S3Ti